(1)
16
Properties=species:S:1:pos:R:3:forces:R:3 method="wB97M-V/def2-TZVPD" e_above_lowest_kj_mol=639.5 energy_ha=-346.53192 e_homo_ev=-9.779
C -3.841 0.595 -0.061 0.02 -0.86 0.56
C -3.939 1.567 -0.852 -0.41 1.28 -0.94
C -1.925 -1.121 0.146 -1.00 -0.26 0.60
C -3.211 -0.276 0.679 2.02 -2.10 -1.24
C 1.592 0.579 -0.124 0.90 -2.54 0.46
C -0.750 -0.271 0.426 0.23 3.88 -0.31
C 0.484 -0.466 -0.421 -0.23 2.05 -1.18
O -1.897 -2.225 -0.338 -0.58 1.09 0.33
H -3.262 -0.463 1.718 -0.75 0.16 1.21
H 1.178 1.467 -0.450 -0.35 2.20 -0.86
H 2.434 0.225 -0.849 -0.87 1.17 1.89
H 1.829 0.758 1.012 -0.01 -0.87 -2.21
H -0.365 -0.139 1.465 -0.85 -0.84 -0.28
H -1.183 0.816 0.270 0.99 -1.73 0.03
H 0.811 -1.404 -0.247 1.38 -3.24 0.95
H 0.350 -0.526 -1.538 -0.50 0.61 1.01

(2)
32
Properties=species:S:1:pos:R:3:forces:R:3 method="wB97M-V/def2-TZVPD" charge=+1 energy_ha=-3880.20161 smiles="CN(C)C(=O)Cn1c[n+](Br)c(P(C)O)c1C(F)(F)F" e_homo_ev=-12.634
C -3.800 1.514 -1.416 0.05 0.01 -0.21
N -2.690 0.805 -0.756 -0.01 0.44 0.02
C -1.816 0.165 -1.758 0.00 -0.15 0.13
C -1.930 1.680 0.057 -0.01 -0.17 -0.12
O -1.655 2.821 -0.197 -0.16 0.02 0.12
C -1.438 1.096 1.397 0.03 -0.02 0.00
N -0.064 0.582 1.245 0.15 0.00 0.12
C 0.977 1.406 1.271 0.10 0.08 -0.05
N 2.084 0.705 1.046 0.10 -0.25 -0.06
Br 3.763 1.451 0.968 -0.03 0.14 0.02
C 1.777 -0.636 0.868 -0.36 0.00 0.11
P 2.862 -2.098 0.532 0.13 0.11 -0.12
C 3.556 -1.523 -1.080 -0.20 -0.05 -0.09
O 4.031 -1.668 1.613 0.05 0.06 -0.07
C 0.416 -0.695 0.997 0.08 0.07 0.04
C -0.419 -1.956 0.911 0.06 -0.12 0.00
F -0.206 -2.562 -0.265 -0.03 0.05 0.10
F -0.081 -2.804 1.882 -0.06 0.09 -0.07
F -1.724 -1.699 1.012 0.05 0.00 -0.02
H -4.277 0.820 -2.109 0.00 0.01 0.10
H -4.535 1.826 -0.675 0.05 -0.01 -0.01
H -3.455 2.388 -1.979 -0.02 -0.06 0.02
H -2.307 -0.730 -2.139 0.05 0.04 0.00
H -0.862 -0.126 -1.309 -0.11 -0.06 -0.05
H -1.597 0.846 -2.589 -0.02 0.00 0.06
H -1.390 1.915 2.114 0.00 -0.06 -0.08
H -2.082 0.315 1.781 0.04 -0.02 -0.08
H 0.933 2.473 1.429 -0.04 -0.07 0.00
H 4.467 -0.938 -0.959 -0.01 -0.03 0.03
H 2.820 -0.909 -1.606 0.05 -0.08 -0.04
H 3.754 -2.402 -1.697 0.08 0.11 0.05
H 4.889 -2.063 1.411 -0.03 -0.07 0.13

(3)
9
Properties=species:S:1:pos:R:3:forces:R:3 method="wB97M-V/def2-TZVPD" e_above_lowest_kj_mol=144.5 energy_ha=-825.98506 smiles="O=CO/C=C(/F)Cl" e_homo_ev=-9.943
O 1.202 -0.570 2.675 -2.14 0.93 0.84
C 0.173 0.062 2.470 2.13 -0.65 1.28
O -0.179 0.325 1.222 -1.08 -0.84 -1.92
C 0.281 -0.559 0.189 2.38 -0.23 4.99
C 0.137 -0.251 -1.038 -3.44 2.88 -0.87
F 0.483 -1.134 -1.870 1.10 -1.69 -3.38
Cl -0.974 1.031 -1.630 1.33 -1.08 0.31
H -0.551 0.559 3.259 1.47 -0.97 -1.57
H 1.027 -1.425 0.386 -1.74 1.66 0.32

(4)
63
Properties=species:S:1:pos:R:3:forces:R:3 method="wB97M-V/def2-TZVPD" charge=+1 e_above_lowest_kj_mol=1.8 energy_ha=-1271.05538 e_homo_ev=-9.758
C -3.700 3.893 1.551 0.17 0.10 -0.25
C -4.193 2.633 2.274 0.01 -0.25 0.16
C -2.986 1.684 2.396 -0.08 -0.24 0.02
N -1.839 2.436 1.917 -0.25 0.11 0.40
C -0.612 1.859 1.809 0.83 -1.34 -0.58
C -0.315 0.509 1.763 -0.63 0.87 0.28
C 1.160 0.249 1.635 0.14 0.44 0.21
C 1.705 1.668 1.493 0.23 -0.56 0.16
C 0.670 2.599 1.648 0.04 0.09 -0.06
C 0.967 3.960 1.679 0.33 0.05 -0.09
C 2.286 4.375 1.458 0.05 -0.32 0.08
C 3.317 3.438 1.275 -0.43 -0.15 0.01
C 3.025 2.063 1.318 -0.05 0.41 0.02
C -2.180 3.737 1.367 0.15 0.45 0.00
H -4.175 4.004 0.571 -0.02 0.03 0.22
H -3.914 4.793 2.134 -0.04 -0.14 -0.17
H -4.569 2.884 3.269 -0.02 -0.09 -0.21
H -4.996 2.142 1.717 0.04 0.14 0.18
H -2.832 1.369 3.443 0.06 0.03 -0.36
H -3.140 0.764 1.803 0.05 0.20 0.07
H -1.046 -0.281 1.894 0.09 0.18 0.19
H 1.561 -0.248 2.541 -0.03 0.28 -0.34
H 1.447 -0.389 0.784 -0.14 0.14 0.10
H 0.197 4.689 1.904 0.28 -0.03 -0.18
H 2.511 5.442 1.450 -0.01 -0.31 0.04
H 4.340 3.779 1.118 -0.28 -0.10 0.06
H 3.817 1.312 1.241 -0.23 0.30 -0.03
H -1.895 3.818 0.299 -0.03 -0.07 0.36
H -1.652 4.539 1.901 -0.23 -0.20 -0.19
C -1.867 1.263 -2.111 -0.64 0.06 0.14
C -0.615 0.527 -2.333 1.11 0.72 -0.24
N 0.298 0.954 -3.229 -0.90 -0.30 0.59
C 1.402 0.100 -3.269 0.33 -0.71 0.23
C 1.160 -0.942 -2.346 0.24 0.16 -0.56
C 2.133 -1.921 -2.175 0.36 -0.06 -0.31
C 3.284 -1.876 -2.977 -0.24 0.19 0.19
C 3.502 -0.831 -3.893 -0.41 0.08 0.17
C 2.547 0.186 -4.049 0.17 -0.24 0.15
C -0.144 -0.673 -1.721 0.27 -0.47 0.22
C -0.754 -1.369 -0.679 -0.42 0.40 -0.94
C -0.548 -2.754 -0.373 0.13 -1.01 0.26
C -0.241 -3.721 -1.374 0.29 0.14 0.26
C 0.115 -5.020 -1.028 -0.10 0.41 -0.17
C 0.206 -5.401 0.319 -0.16 0.17 -0.01
C 0.744 -6.749 0.699 0.01 -0.17 0.16
C -0.236 -4.504 1.301 -0.07 0.00 0.00
C -0.666 -3.230 0.960 0.14 0.44 -0.19
H -2.525 0.630 -1.510 -0.09 0.31 -0.13
H -1.709 2.215 -1.576 0.10 -0.37 -0.19
H -2.354 1.478 -3.075 0.06 -0.05 0.38
H 0.177 1.765 -3.826 -0.02 -0.21 0.20
H 1.974 -2.718 -1.451 0.25 0.17 -0.29
H 4.023 -2.676 -2.888 -0.19 0.34 0.02
H 4.425 -0.814 -4.475 -0.36 0.02 0.13
H 2.678 1.017 -4.743 0.11 -0.27 0.15
H -1.461 -0.812 -0.065 0.02 -0.17 -0.19
H -0.266 -3.420 -2.422 0.04 -0.10 0.26
H 0.361 -5.746 -1.808 -0.10 0.29 0.23
H 0.690 -6.894 1.782 0.02 -0.03 -0.22
H 0.191 -7.562 0.213 0.06 0.20 0.05
H 1.793 -6.848 0.395 -0.19 0.06 0.03
H -0.234 -4.823 2.347 -0.06 0.16 -0.36
H -1.043 -2.550 1.728 0.25 -0.20 -0.14

(5)
39
Properties=species:S:1:pos:R:3:forces:R:3 method="wB97M-V/def2-TZVPD" e_above_lowest_kj_mol=166.9 energy_ha=-993.70968 e_homo_ev=-10.374
O 1.300 1.698 0.533 -0.42 0.16 -0.54
H 1.488 1.737 1.473 -0.15 0.35 0.17
H 0.519 2.264 0.360 0.24 -0.39 0.46
O -2.651 -0.122 0.510 0.78 -0.10 -0.52
H -3.485 -0.026 0.928 -1.35 0.54 0.59
H -2.428 -1.039 0.741 0.13 -0.37 0.01
O -2.102 -2.672 1.024 -0.31 0.52 0.03
H -2.608 -3.398 0.691 -0.72 -0.59 -0.51
H -1.321 -3.082 1.355 1.02 -0.24 0.50
O 0.107 -0.607 -0.161 -0.87 -0.20 0.26
H 0.424 0.239 0.190 1.25 0.90 0.02
H -0.818 -0.458 0.064 -0.45 -0.51 -0.32
O -0.253 -0.732 2.574 -1.58 0.54 0.22
H 0.257 -1.097 3.251 1.30 -0.89 1.75
H 0.013 -1.141 1.781 0.78 -0.65 -1.78
O -0.849 0.460 -2.468 1.05 0.31 -2.98
H -0.168 0.325 -3.207 -1.79 0.23 1.27
H -0.326 0.151 -1.743 0.48 -0.56 1.22
O 3.935 1.066 1.059 -0.11 -0.31 -1.57
H 3.246 0.404 0.899 0.30 -0.19 -0.38
H 3.909 1.141 1.984 0.31 0.34 2.02
O 2.077 -2.381 -2.437 -0.06 -0.04 0.12
H 2.006 -1.427 -2.333 -0.48 0.24 0.23
H 2.845 -2.434 -2.999 0.42 -0.43 -0.35
O 2.519 -1.457 0.587 0.60 -1.76 0.26
H 2.691 -2.429 0.438 -0.15 1.71 0.08
H 1.637 -1.315 0.229 -0.23 -0.12 -0.32
O 1.978 0.448 -2.303 -0.45 -0.70 -0.42
H 1.623 1.321 -2.403 -0.38 0.75 0.07
H 2.887 0.578 -2.092 1.16 0.20 0.44
O -3.858 1.035 -1.854 -0.39 0.15 0.35
H -3.180 0.481 -1.454 0.14 -0.08 -0.22
H -3.547 1.254 -2.731 0.27 -0.08 -0.15
O -1.340 2.296 0.093 -0.07 0.35 0.00
H -1.610 2.944 -0.566 -0.21 -0.21 0.01
H -2.044 1.631 0.162 0.13 0.07 -0.32
O -0.925 1.701 2.928 0.30 0.41 1.07
H -1.285 1.859 2.075 -0.59 0.87 -1.12
H -0.662 0.782 2.822 0.11 -0.22 0.34

(6)
82
Properties=species:S:1:pos:R:3:forces:R:3 method="wB97M-V/def2-TZVPD" s2=0.770 charge=+3 e_above_lowest_kj_mol=69.1 energy_ha=-5352.66752 spin_multiplicity=2 e_homo_ev="-15.689 / -15.688"
Ir 0.101 0.129 -0.870 1.91 3.81 -3.62
N 2.957 -1.559 -2.078 -0.18 0.09 -0.07
C 2.108 -1.146 -3.033 0.32 -0.40 -0.43
N 1.004 -0.469 -2.783 -0.97 -0.32 2.09
C 0.301 -0.143 -3.929 0.18 -0.34 -0.65
C 0.855 -0.625 -5.065 -0.32 0.19 0.26
S 2.307 -1.487 -4.730 0.08 0.12 0.59
C -0.851 0.707 -3.747 -0.52 0.23 -0.66
C -1.677 1.239 -4.676 0.36 -0.27 0.18
S -2.835 2.281 -3.950 0.19 0.01 0.57
C -2.133 1.957 -2.387 -0.63 0.34 -0.24
N -1.135 1.101 -2.447 0.77 -1.49 1.75
N -2.600 2.502 -1.253 0.19 -0.05 -0.11
H 2.890 -1.101 -1.181 0.10 -0.02 0.05
H 3.858 -1.930 -2.334 0.00 -0.04 0.00
H 0.501 -0.506 -6.075 0.05 0.00 -0.04
H -1.655 1.087 -5.742 -0.02 0.05 -0.03
H -3.260 3.260 -1.306 -0.04 -0.01 0.05
H -2.026 2.445 -0.425 -0.03 0.02 0.05
C 4.187 6.309 3.186 0.09 0.05 0.31
C 3.635 5.165 2.425 -0.15 0.38 -0.50
C 3.077 5.325 1.177 0.21 0.16 0.45
C 2.487 4.256 0.494 -0.12 -0.01 -0.28
C 1.963 4.499 -0.876 -0.13 0.01 0.19
C 2.464 2.946 1.096 0.29 -0.18 0.56
C 3.110 2.730 2.304 -0.50 -0.60 -0.76
C 3.214 1.389 2.966 0.03 0.14 0.12
C 3.661 3.845 2.968 0.16 0.16 0.15
C 1.641 1.857 0.471 -0.29 -0.49 -0.12
O 2.104 0.713 0.203 -0.27 -0.53 0.04
O 0.417 2.097 0.243 -0.55 -0.27 0.38
H 4.364 7.174 2.552 0.02 -0.01 -0.02
H 5.102 6.041 3.717 0.03 0.00 -0.08
H 3.474 6.608 3.964 -0.03 -0.03 -0.04
H 3.082 6.304 0.717 0.00 -0.01 -0.05
H 1.675 5.542 -0.994 0.04 0.01 -0.05
H 1.120 3.858 -1.115 0.02 -0.02 -0.05
H 2.764 4.302 -1.599 0.05 -0.02 0.01
H 3.145 0.580 2.249 0.01 -0.04 0.02
H 2.421 1.278 3.711 -0.01 -0.02 -0.01
H 4.162 1.311 3.496 0.00 -0.01 0.00
H 4.125 3.684 3.935 0.01 0.05 0.01
C -3.863 -2.046 2.335 0.20 0.22 -0.13
Si -3.141 -0.747 1.193 0.43 0.08 -0.54
C -4.229 -0.342 -0.292 0.05 -0.01 0.41
C -2.433 0.787 2.041 -0.33 -0.23 -0.07
As -1.104 -1.671 0.080 -0.98 -1.70 0.63
Si 0.257 -2.888 1.868 -0.21 0.70 -0.70
C 0.864 -1.356 2.777 0.08 -0.41 0.04
C 1.577 -3.740 0.834 -0.09 0.09 0.43
C -0.894 -3.982 2.865 0.23 0.16 -0.18
Si -1.862 -3.336 -1.607 0.27 0.46 0.04
C -3.062 -4.426 -0.659 0.19 0.17 -0.18
C -0.278 -4.175 -2.179 -0.35 0.03 0.09
C -2.627 -2.318 -2.991 0.04 -0.26 0.23
H -4.843 -1.705 2.679 -0.02 0.07 -0.04
H -3.251 -2.206 3.222 0.02 0.04 -0.02
H -4.012 -3.007 1.842 0.00 0.03 -0.06
H -4.942 0.444 -0.031 -0.03 0.01 0.01
H -4.811 -1.208 -0.607 0.04 -0.05 0.00
H -3.639 0.009 -1.139 -0.01 -0.02 0.02
H -3.157 1.604 2.019 -0.03 0.01 0.02
H -1.516 1.129 1.558 0.02 0.03 0.02
H -2.207 0.589 3.090 0.05 -0.03 0.00
H 1.128 -0.577 2.062 0.03 -0.02 0.00
H 1.755 -1.583 3.367 0.00 -0.01 0.05
H 0.105 -0.964 3.457 -0.05 -0.02 -0.03
H 1.766 -3.206 -0.097 -0.03 -0.01 -0.01
H 1.307 -4.769 0.597 -0.06 0.01 -0.04
H 2.517 -3.781 1.390 0.00 -0.02 0.05
H -1.406 -3.417 3.643 0.01 0.04 -0.03
H -0.308 -4.757 3.365 0.08 0.00 -0.03
H -1.642 -4.491 2.259 0.03 -0.01 -0.02
H -2.713 -4.636 0.353 0.02 -0.03 -0.02
H -3.174 -5.386 -1.167 0.04 -0.01 -0.05
H -4.054 -3.978 -0.596 0.01 0.06 0.00
H 0.041 -4.958 -1.492 0.02 0.03 0.04
H 0.539 -3.459 -2.291 -0.01 0.02 0.00
H -0.440 -4.648 -3.150 -0.04 0.00 -0.02
H -3.577 -1.866 -2.706 0.01 0.01 0.06
H -2.823 -2.962 -3.852 0.03 -0.04 -0.02
H -1.951 -1.527 -3.319 0.00 -0.06 0.00

(7)
59
Properties=species:S:1:pos:R:3:forces:R:3 method="wB97M-V/def2-TZVPD" charge=+1 e_above_lowest_kj_mol=21.8 energy_ha=-2718.83958 e_homo_ev=-10.612
Y 0.702 0.751 -0.915 -0.27 -1.46 0.50
C 3.371 1.955 2.690 -0.06 0.07 0.04
C 2.289 1.716 1.688 -0.03 0.05 0.02
N 2.493 1.195 0.523 0.58 -0.05 0.25
N 3.789 0.899 0.212 0.05 0.06 -0.04
C 3.981 0.188 -0.878 0.01 0.07 0.15
N 5.269 -0.023 -1.195 -0.05 -0.06 -0.07
S 2.797 -0.557 -1.928 -0.02 0.19 0.15
C 0.887 2.057 2.041 0.14 -0.05 -0.04
C 0.556 2.495 3.312 -0.03 0.10 0.12
C -0.773 2.746 3.617 0.03 0.01 0.06
C -1.741 2.556 2.648 -0.04 0.02 0.01
C -1.336 2.126 1.399 0.05 0.04 -0.09
N -0.058 1.884 1.098 0.06 -0.02 -0.04
H 4.333 1.706 2.263 0.02 -0.01 -0.01
H 3.206 1.339 3.578 0.00 0.01 -0.03
H 3.375 3.001 3.007 -0.01 -0.04 -0.01
H 5.989 0.392 -0.629 0.00 0.00 0.00
H 5.508 -0.554 -2.012 0.01 0.01 0.01
H 1.329 2.637 4.053 -0.05 -0.01 0.00
H -1.046 3.087 4.608 0.01 -0.01 -0.02
H -2.787 2.740 2.843 0.02 0.00 0.00
H -2.055 1.977 0.602 0.02 -0.01 0.00
N -1.600 -3.076 0.507 0.02 -0.09 0.11
C -1.730 -3.273 1.905 -0.05 -0.02 -0.11
C -2.512 -4.309 2.378 -0.03 -0.06 0.01
C -2.643 -4.512 3.746 -0.02 0.00 0.00
C -1.987 -3.678 4.633 0.03 0.03 0.00
C -1.199 -2.637 4.151 -0.02 -0.03 0.08
C -1.075 -2.433 2.789 0.04 0.04 0.02
S -0.072 -1.093 2.221 0.01 0.04 -0.03
N -0.159 -1.211 0.515 -0.03 0.22 -0.21
C -0.832 -2.134 -0.080 -0.01 -0.04 -0.08
C -0.741 -2.216 -1.573 0.01 0.01 0.14
C -0.922 -3.405 -2.252 -0.04 -0.08 -0.06
C -0.770 -3.417 -3.633 -0.01 -0.06 0.02
C -0.446 -2.244 -4.284 0.00 0.01 -0.04
C -0.267 -1.099 -3.524 -0.06 0.06 0.02
N -0.406 -1.085 -2.199 0.11 0.20 -0.01
H -2.170 -3.653 -0.086 0.00 0.00 0.01
H -3.021 -4.962 1.678 0.01 0.02 0.01
H -3.258 -5.323 4.109 0.01 0.01 0.00
H -2.080 -3.830 5.700 0.00 0.00 -0.03
H -0.680 -1.983 4.842 -0.02 -0.02 -0.01
H -1.134 -4.324 -1.722 0.01 0.00 -0.04
H -0.892 -4.339 -4.186 0.00 0.02 0.02
H -0.315 -2.207 -5.355 -0.01 0.00 0.01
H 0.001 -0.157 -3.986 0.01 0.01 -0.01
F 1.943 2.809 -3.217 0.00 -0.02 0.04
C 0.597 2.961 -3.280 0.12 -0.01 0.00
C -0.193 2.266 -2.391 -0.30 0.63 -0.66
C -1.543 2.481 -2.518 -0.08 -0.03 0.08
F -2.396 1.805 -1.686 0.05 -0.02 0.02
C -2.110 3.338 -3.434 -0.14 0.05 -0.14
F -3.428 3.531 -3.510 0.05 -0.03 0.02
C -1.267 4.003 -4.311 -0.08 0.15 -0.17
F -1.778 4.829 -5.219 0.04 -0.07 0.07
C 0.104 3.810 -4.249 -0.07 0.16 -0.09
F 0.900 4.450 -5.103 -0.01 -0.02 0.04

(8)
13
Properties=species:S:1:pos:R:3:forces:R:3 method="wB97M-V/def2-TZVPD" e_above_lowest_kj_mol=53.6 energy_ha=-340.77451 smiles=Cc1ncc(O)[nH]1 e_homo_ev=-8.038
C 2.175 -0.187 0.105 0.05 0.00 -0.02
C 0.712 -0.124 -0.185 0.06 -0.06 -0.04
N 0.109 -0.636 -1.224 0.13 0.12 0.25
C -1.241 -0.396 -1.046 -0.26 0.05 0.04
C -1.434 0.267 0.130 0.25 -0.16 -0.20
O -2.511 0.741 0.805 -0.14 -0.07 -0.08
N -0.193 0.445 0.679 -0.05 0.01 0.00
H 2.701 -0.461 -0.812 -0.08 0.05 0.13
H 2.397 -0.948 0.864 -0.04 0.11 -0.10
H 2.567 0.771 0.464 -0.08 -0.12 -0.07
H -1.978 -0.712 -1.773 0.10 0.06 0.14
H -3.299 0.313 0.450 0.07 0.11 0.06
H -0.006 0.926 1.544 0.00 -0.10 -0.11